61
Properties=species:S:1:pos:R:3 method="wB97M-V/def2-TZVPD" e_homo_ev=-9.889 gap_ev=7.603 charge=+1 mol_weight_g_mol=424.644
C -5.630 0.437 2.281
N -4.574 0.164 3.235
C -5.019 -0.094 4.584
C -3.250 0.134 2.886
C -2.784 0.924 1.807
C -1.435 0.968 1.485
C -0.541 0.050 2.042
C 0.904 -0.026 1.568
N 1.010 -0.182 0.124
C 1.644 -1.227 -0.579
C 1.455 -0.992 -1.886
N 0.747 0.209 -2.044
Si 0.254 0.767 -3.751
C 1.055 2.399 -4.096
C -1.592 0.827 -3.933
C 0.899 -0.464 -4.988
C 0.568 0.685 -0.794
C 1.744 -1.158 2.153
C 1.461 -2.507 2.314
C 2.496 -3.361 2.757
C 3.774 -2.853 3.059
C 4.026 -1.486 2.960
C 3.009 -0.654 2.503
C 2.978 0.806 2.424
C 3.905 1.701 2.950
C 3.511 3.036 3.089
C 2.208 3.432 2.759
C 1.279 2.516 2.224
C 1.703 1.217 1.997
C -0.987 -0.710 3.141
C -2.299 -0.648 3.591
H -5.239 0.905 1.372
H -6.153 -0.491 1.999
H -6.358 1.103 2.757
H -4.357 0.377 5.324
H -6.017 0.339 4.682
H -5.083 -1.167 4.805
H -3.483 1.560 1.261
H -1.109 1.768 0.821
H 2.189 -2.020 -0.106
H 1.768 -1.562 -2.746
H 0.654 2.731 -5.067
H 0.825 3.160 -3.340
H 2.146 2.291 -4.191
H -1.783 1.303 -4.909
H -2.030 -0.182 -3.957
H -2.088 1.421 -3.154
H 0.614 -0.068 -5.977
H 1.994 -0.559 -4.963
H 0.446 -1.460 -4.879
H 0.192 1.652 -0.553
H 0.467 -2.894 2.091
H 2.299 -4.425 2.862
H 4.575 -3.532 3.340
H 5.002 -1.039 3.175
H 4.889 1.329 3.223
H 4.222 3.764 3.474
H 1.893 4.462 2.936
H 0.246 2.808 2.046
H -0.286 -1.357 3.670
H -2.615 -1.239 4.454



71
Properties=species:S:1:pos:R:3 method="wB97M-V/def2-TZVPD" e_homo_ev="-7.350 / -7.393" multiplicity=6 gap_ev="7.118 / 7.698" mol_weight_g_mol=763.212 s_squared=8.76
Sm 1.835 1.507 0.852
S 0.719 3.660 2.212
S 2.310 4.393 1.050
S 3.879 3.258 1.805
S 4.605 2.044 0.234
C -8.057 0.777 -0.731
C -6.662 1.275 -0.814
C -6.471 2.597 -1.161
C -5.226 3.172 -1.227
C -4.111 2.431 -0.893
C -4.286 1.119 -0.419
N -3.135 0.462 0.011
C -2.620 -0.620 -0.709
C -3.363 -1.281 -1.743
C -2.912 -2.449 -2.277
C -1.626 -2.914 -2.076
C -0.898 -2.212 -1.104
C -1.316 -1.042 -0.468
C -0.282 -0.290 0.258
O 0.960 -0.660 0.267
O -0.570 0.799 0.835
C -5.572 0.473 -0.433
C -5.831 -0.983 -0.089
H -8.738 1.219 -1.462
H -8.486 0.940 0.227
H -8.065 -0.299 -0.851
H -7.380 3.114 -1.418
H -5.129 4.181 -1.624
H -3.066 2.872 -0.850
H -2.386 0.987 0.504
H -4.284 -0.825 -2.059
H -3.496 -2.921 -3.035
H -1.339 -3.798 -2.603
H 0.092 -2.592 -0.812
H -6.327 -1.480 -0.993
H -6.614 -1.081 0.716
H -4.895 -1.487 0.240
C 8.133 -0.777 3.366
C 7.088 -1.715 4.016
C 6.448 -1.135 5.305
C 5.934 -2.392 3.196
N 4.679 -1.596 2.965
C 4.455 -0.388 2.489
N 3.144 -0.233 2.460
N 2.584 -1.407 2.802
N 3.499 -2.225 3.088
H 8.936 -0.527 4.106
H 7.682 0.136 2.988
H 8.682 -1.261 2.508
H 7.678 -2.515 4.358
H 5.960 -0.186 5.162
H 7.259 -0.910 6.067
H 5.722 -1.798 5.766
H 5.656 -3.310 3.733
H 6.262 -2.691 2.196
H 5.210 0.334 2.305
N -0.949 2.204 -2.685
C -0.041 2.673 -1.770
N 1.080 2.023 -1.685
C 0.915 1.012 -2.621
C 1.792 0.021 -3.043
C 1.371 -0.934 -3.933
C 0.097 -0.842 -4.482
C -0.784 0.143 -4.193
C -0.359 1.041 -3.190
H -1.904 2.450 -2.789
H -0.289 3.550 -1.214
H 2.802 0.029 -2.592
H 2.032 -1.756 -4.240
H -0.243 -1.562 -5.218
H -1.789 0.200 -4.577



80
Properties=species:S:1:pos:R:3 method="wB97M-V/def2-TZVPD" e_homo_ev=-2.291 gap_ev=6.596 charge=-2 mol_weight_g_mol=790.952
Mg 0.496 0.127 -0.906
O 0.779 -3.883 -0.024
C 0.521 -2.734 -0.399
O 1.156 -1.670 -0.164
C -0.756 -2.549 -1.228
C -1.434 -3.636 -1.769
C -2.569 -3.397 -2.522
C -3.002 -2.089 -2.692
C -2.271 -1.071 -2.102
N -1.176 -1.302 -1.393
H -1.045 -4.626 -1.583
H -3.112 -4.218 -2.976
H -3.884 -1.855 -3.275
H -2.559 -0.029 -2.183
N 3.204 -3.313 5.459
C 2.655 -2.221 4.757
C 1.773 -2.441 3.699
C 1.252 -1.375 2.992
C 1.625 -0.078 3.323
C 2.516 0.149 4.354
C 3.029 -0.920 5.074
S 0.878 1.278 2.455
O -0.555 1.120 2.611
O 1.454 2.488 2.980
N 1.191 0.991 0.907
C 2.441 1.245 0.436
N 3.479 1.529 1.119
C 4.540 2.157 0.476
C 4.412 2.757 -0.706
C 3.186 2.557 -1.572
N 2.433 1.280 -1.053
H 2.624 -4.137 5.422
H 3.452 -3.090 6.410
H 1.509 -3.453 3.414
H 0.583 -1.545 2.161
H 2.809 1.167 4.573
H 3.739 -0.747 5.877
H 5.450 2.220 1.065
H 5.215 3.352 -1.125
H 3.615 2.141 -2.515
O -1.320 2.396 -4.031
As -0.018 2.835 -2.757
O 2.331 3.531 -1.703
O -0.472 1.593 -1.679
C 1.482 2.168 -4.029
C 1.581 3.136 -5.037
C 2.557 3.122 -6.014
C 3.514 2.114 -6.029
C 3.455 1.129 -5.065
C 2.452 1.166 -4.090
S 2.436 -0.266 -3.043
O 3.290 -1.282 -3.581
O 3.118 0.089 -1.632
O 1.043 -0.584 -2.830
H -1.595 1.509 -3.763
H 0.851 3.941 -5.040
H 2.577 3.902 -6.767
H 4.289 2.092 -6.785
H 4.169 0.318 -5.055
C -5.549 -1.470 1.261
N -4.351 -1.328 2.076
C -3.609 -2.578 2.133
C -3.548 -0.234 1.646
N -2.448 -0.441 1.059
N -4.150 1.010 1.894
C -3.458 2.157 1.319
C -4.570 1.252 3.265
H -5.307 -1.830 0.250
H -6.052 -0.508 1.178
H -6.231 -2.184 1.730
H -4.263 -3.346 2.556
H -2.737 -2.460 2.772
H -3.259 -2.905 1.148
H -1.941 0.431 0.932
H -2.507 2.367 1.822
H -4.110 3.028 1.403
H -3.253 1.984 0.263
H -5.095 0.382 3.650
H -5.241 2.114 3.285
H -3.712 1.468 3.916



76
Properties=species:S:1:pos:R:3 method="wB97M-V/def2-TZVPD" e_homo_ev=-10.349 gap_ev=7.929 charge=+1 mol_weight_g_mol=909.452
Ca 0.607 1.110 -0.200
C -2.708 -0.219 -1.521
C -2.633 1.284 -1.302
O -1.531 1.835 -1.195
N -3.781 1.920 -1.076
C -3.765 3.329 -0.836
C -5.083 3.959 -1.034
C -6.096 3.896 -0.016
C -7.343 4.426 -0.286
C -7.534 5.061 -1.526
C -6.463 5.123 -2.436
N -5.252 4.633 -2.180
H -3.742 -0.516 -1.740
H -2.393 -0.777 -0.654
H -2.061 -0.524 -2.361
H -4.625 1.464 -1.316
H -3.051 3.878 -1.475
H -3.493 3.512 0.229
H -5.869 3.488 0.944
H -8.151 4.264 0.469
H -8.491 5.477 -1.741
H -6.578 5.662 -3.419
Br -2.944 -0.488 2.353
C -1.611 0.526 3.236
Br -0.785 2.028 2.096
H -0.821 -0.201 3.340
H -2.000 0.916 4.193
N 1.126 0.872 -2.855
N 2.115 1.747 -3.207
C 3.150 1.936 -2.393
N 4.019 2.935 -2.783
S 3.464 0.993 -1.001
H 1.416 -0.124 -2.800
H 0.188 1.038 -3.195
H 1.959 2.296 -4.082
H 4.064 3.208 -3.762
H 4.783 3.006 -2.124
C 2.044 -6.671 -0.533
C 2.016 -6.046 0.884
C 3.296 -6.375 1.651
C 3.064 -6.105 3.136
C 2.728 -4.647 3.268
C 2.922 -3.873 4.466
C 2.732 -2.508 4.484
F 2.987 -1.870 5.633
C 2.311 -1.772 3.391
C 2.010 -2.488 2.208
C 1.631 -1.761 1.050
O 1.393 -0.534 1.179
C 1.328 -2.471 -0.137
C 1.405 -3.873 -0.121
N 1.884 -4.593 0.934
C 2.222 -3.890 2.120
C 0.918 -1.755 -1.380
O 1.529 -2.075 -2.412
O 0.091 -0.747 -1.291
H 2.243 -7.752 -0.374
H 2.954 -6.361 -1.118
H 1.090 -6.536 -1.121
H 1.123 -6.510 1.381
H 4.029 -5.574 1.373
H 3.662 -7.399 1.507
H 4.037 -6.319 3.666
H 2.301 -6.809 3.541
H 3.242 -4.389 5.335
H 2.355 -0.695 3.351
H 1.120 -4.419 -0.989
I 3.967 6.747 -0.123
C 2.353 5.441 -0.548
C 1.409 5.428 -1.617
N 0.620 4.421 -1.408
N 1.004 3.593 -0.396
C 2.130 4.190 0.088
H 1.235 6.173 -2.343
H -0.167 4.137 -2.001
H 2.694 3.718 0.924



82
Properties=species:S:1:pos:R:3 method="wB97M-V/def2-TZVPD" e_homo_ev="-10.578 / -11.511" multiplicity=2 gap_ev="7.115 / 8.048" charge=+1 mol_weight_g_mol=1047.238 s_squared=0.75
C 0.666 2.747 -4.809
C 0.369 1.872 -3.853
N 1.437 1.093 -3.077
C 0.763 -0.218 -2.709
C -0.158 -0.134 -1.495
C -1.093 -1.339 -1.466
F -1.668 -1.398 -0.244
F -0.355 -2.476 -1.614
C -2.170 -1.326 -2.604
F -2.348 -0.071 -3.082
F -1.666 -2.055 -3.632
C -3.549 -1.959 -2.242
F -3.348 -3.027 -1.457
F -4.095 -2.413 -3.382
C -4.537 -0.975 -1.515
F -5.200 -1.676 -0.585
F -3.828 -0.004 -0.887
C -5.604 -0.319 -2.438
F -5.049 0.104 -3.593
F -6.473 -1.295 -2.757
C -6.429 0.843 -1.765
F -7.708 0.680 -2.144
F -6.384 0.762 -0.426
C -6.067 2.307 -2.184
F -6.911 3.092 -1.484
F -6.317 2.503 -3.481
C -4.649 2.843 -1.849
F -4.378 2.725 -0.564
F -4.633 4.138 -2.150
F -3.701 2.258 -2.577
C 2.628 0.992 -3.974
Cl 3.988 1.958 -3.574
C 2.642 0.263 -5.100
C 1.510 -0.573 -5.632
Cl 4.030 0.248 -6.095
C 1.735 1.851 -1.779
I 0.703 3.640 -1.394
C 2.577 1.416 -0.837
C 2.843 2.159 0.445
I 3.629 -0.398 -0.965
H 1.510 3.427 -4.754
H 0.037 2.798 -5.692
H -0.641 1.707 -3.501
H 1.472 -1.034 -2.632
H 0.121 -0.462 -3.553
H 0.404 -0.189 -0.562
H -0.775 0.764 -1.502
H 1.381 -1.456 -5.001
H 0.558 -0.044 -5.646
H 1.752 -0.951 -6.620
H 3.480 1.564 1.091
H 1.910 2.305 0.992
H 3.327 3.113 0.233
C 4.266 -1.691 4.264
C 3.372 -0.430 4.400
C 3.037 -0.152 5.869
C 2.009 -1.112 6.459
C 0.747 -1.125 5.601
C 1.031 -1.451 4.135
N 2.123 -0.579 3.582
O 1.644 0.592 3.294
C 1.382 -2.947 4.017
C -0.236 -1.270 3.305
C 4.224 0.726 3.889
H 4.674 -1.998 5.227
H 3.753 -2.544 3.834
H 5.106 -1.498 3.597
H 2.651 0.868 5.960
H 3.959 -0.183 6.452
H 2.431 -2.116 6.548
H 1.757 -0.795 7.472
H 0.036 -1.854 5.993
H 0.260 -0.147 5.672
H 1.738 -3.189 3.014
H 0.491 -3.544 4.205
H 2.127 -3.276 4.738
H -0.657 -0.272 3.408
H -0.990 -1.982 3.639
H -0.041 -1.455 2.246
H 4.439 0.622 2.823
H 5.173 0.731 4.425
H 3.754 1.696 4.046



96
Properties=species:S:1:pos:R:3 method="wB97M-V/def2-TZVPD" e_homo_ev=-5.058 gap_ev=6.563 charge=-1 mol_weight_g_mol=1022.548
C -1.465 -1.979 -1.089
C -1.353 -0.677 -1.220
P -2.658 0.170 -2.325
S -1.955 -1.004 -4.088
C -4.093 0.862 -3.395
O -5.258 1.245 -2.618
C -6.133 0.241 -2.426
C -6.446 -0.142 -0.976
O -6.702 -0.327 -3.295
O -3.343 1.147 -0.972
N -2.560 1.268 0.127
O -2.405 2.401 0.455
C -1.471 1.634 -2.882
F -1.252 1.578 -4.227
F -0.231 1.636 -2.351
F -1.969 2.859 -2.646
H -2.035 -2.591 -1.788
H -1.004 -2.476 -0.241
H -0.521 -0.230 -0.683
H -3.569 -0.889 -1.942
H -2.957 -1.907 -4.259
H -4.379 0.068 -4.094
H -3.832 1.734 -4.011
H -5.517 -0.336 -0.431
H -7.071 -1.041 -0.984
H -7.057 0.633 -0.494
C 1.652 -1.410 3.486
C 1.928 -2.212 2.242
O 0.654 -2.334 1.654
C -0.059 -1.222 2.035
O -1.058 -0.860 1.526
O 0.559 -0.590 3.079
F 2.391 -3.459 2.542
H 1.344 -2.040 4.323
H 2.503 -0.805 3.794
H 2.611 -1.731 1.538
C 4.544 -7.438 1.268
C 4.410 -5.976 1.595
O 5.291 -5.362 0.668
C 5.318 -6.182 -0.423
O 5.734 -5.867 -1.489
O 4.802 -7.404 -0.137
F 4.843 -5.711 2.851
H 5.385 -7.903 1.784
H 3.640 -8.002 1.487
H 3.404 -5.574 1.462
C 9.753 -3.409 -0.723
C 9.096 -4.669 -0.233
O 8.630 -4.305 1.054
C 8.383 -2.965 0.999
O 7.739 -2.372 1.800
O 8.961 -2.400 -0.092
F 9.998 -5.675 -0.101
H 10.789 -3.324 -0.389
H 9.723 -3.312 -1.806
H 8.255 -5.005 -0.844
C -7.349 4.433 0.685
C -6.872 4.300 2.104
O -7.783 3.370 2.657
C -8.187 2.574 1.622
O -8.733 1.531 1.752
O -7.871 3.132 0.421
F -6.985 5.480 2.778
H -8.145 5.173 0.581
H -6.546 4.679 -0.007
H -5.855 3.919 2.205
C 7.403 0.353 3.031
C 8.452 1.423 3.173
O 7.681 2.606 3.278
C 6.490 2.241 3.844
O 5.715 2.999 4.320
O 6.321 0.893 3.797
F 9.233 1.505 2.067
H 7.086 0.217 1.997
H 7.724 -0.605 3.426
H 9.085 1.321 4.058
C -3.780 5.670 4.314
C -3.313 5.539 5.738
O -4.224 4.604 6.280
C -4.621 3.806 5.242
O -5.169 2.766 5.369
O -4.296 4.366 4.044
F -3.435 6.712 6.411
H -4.579 6.407 4.204
H -2.973 5.920 3.628
H -2.294 5.162 5.847
C -1.843 1.170 -7.501
C -3.229 0.660 -7.779
O -3.787 1.691 -8.582
C -2.745 2.265 -9.248
O -2.862 2.974 -10.194
O -1.557 1.915 -8.695
F -3.948 0.550 -6.645
H -1.810 1.836 -6.638
H -1.125 0.368 -7.354
H -3.260 -0.285 -8.326